C3H18O6 | the ωB97M-V functional and the def2-TZVPD basis

Each line ends with the Löwdin charge.
Atoms and positions in Å:
O -22.7200 -6.6987 1.9532  -0.044
O -22.7436 -5.2104 -1.7077  -0.057
O -23.6175 -7.9645 0.5140  -0.131
O -22.2164 -6.4229 3.8613  0.150
O -19.6211 -4.6604 3.1678  -0.069
O -23.6348 -5.1846 4.7273  -0.022
C -20.7031 -4.3737 3.9815  -0.174
C -24.9494 -8.0436 0.8107  -0.207
C -22.7593 -5.4204 1.3322  -0.043
H -20.4970 -3.3354 4.2415  0.115
H -23.2148 -7.3872 1.1668  -0.191
H -25.2838 -7.0139 0.9377  0.074
H -21.6587 -4.5590 3.4909  0.042
H -22.6825 -6.1034 -1.3685  0.020
H -25.1325 -8.6925 1.6671  0.070
H -21.2905 -6.4750 3.6241  0.148
H -19.6117 -5.5982 2.9624  0.076
H -23.7902 -5.0883 1.2098  0.107
H -22.9239 -5.5904 4.2309  -0.210
H -22.2458 -4.6830 1.9491  0.076
H -20.6748 -4.9937 4.8775  0.095
H -22.3444 -5.3752 0.3253  0.068
H -23.8730 -5.8391 5.3839  0.037
H -25.5934 -8.4652 0.0390  0.069
H -22.3084 -7.0224 4.6018  0.191
H -22.9143 -5.3203 -2.6432  0.039
H -22.5414 -6.5676 2.8873  -0.229

Atoms 1-3, force components in eV/Å:
1.3 3.4 -4.0
0.1 0.3 -0.2
-1.2 -3.7 -4.8

## Properties
Relative energy (zero: lowest compared OMol25 entry of this formula, charge and spin): 8.8271 eV
Kohn-Sham gap: 8.0 eV
DFT total energy: -15679.7519 eV
E_LUMO: -0.69 eV

C8H18F6N5O4PdS2 | the ωB97M-V functional and the def2-TZVPD basis

Each line ends with the Löwdin charge.
Atoms and positions in Å:
Pd 0.1072 -0.4128 0.0531  1.314
S 1.0213 2.3909 0.7362  0.776
S 3.0161 0.6597 0.2661  0.760
F 3.9993 0.8759 2.6595  0.217
F 0.8471 4.4578 -0.8850  0.227
F 5.3884 1.3060 1.0494  0.243
F -0.6162 4.3631 0.7127  0.214
F 4.8189 -0.7453 1.4729  0.220
F 1.4419 4.8926 1.1563  0.249
O 0.6075 2.1213 2.0848  -0.254
O 3.3946 0.2877 -1.0541  -0.216
O 0.1287 1.5934 -0.2646  -0.430
O 1.9718 -0.2928 0.8646  -0.429
N -1.7254 -0.6771 -0.7123  -0.225
N 0.1591 -2.4198 0.2582  0.019
N 0.7628 -0.4130 -1.9097  0.007
N -0.8966 -0.1511 1.8316  0.026
N 2.5074 2.1509 0.3884  -0.256
C -2.0910 -2.1563 -0.6613  -0.080
C 4.4582 0.5121 1.4895  -0.686
C -2.6259 0.1766 0.1427  -0.104
C -1.2454 -2.9315 0.3335  -0.120
C -2.3813 -0.1779 1.5947  -0.111
C -0.3982 -0.7815 -2.7820  -0.119
C 0.6437 4.2235 0.3821  -0.682
C -1.6443 -0.1985 -2.1422  -0.101
H 1.6231 -0.9269 -2.1160  0.134
H 1.0040 0.5706 -2.0594  0.119
H 0.7012 -2.6636 1.0919  0.151
H -0.4310 -1.8659 -2.8755  0.129
H -3.1512 -2.2378 -0.4179  0.161
H -1.2655 -3.9983 0.1036  0.161
H -1.9633 -2.5576 -1.6638  0.134
H -1.5828 -2.8161 1.3597  0.122
H -2.8664 0.5442 2.2529  0.162
H -1.5943 0.8906 -2.1155  0.139
H -2.5562 -0.4886 -2.6689  0.169
H -0.6159 -0.7628 2.5999  0.152
H -2.7692 -1.1596 1.8549  0.127
H -0.5718 0.7908 2.1149  0.077
H 0.6693 -2.8300 -0.5266  0.147
H -3.6639 0.0197 -0.1581  0.166
H -2.3604 1.2145 -0.0559  0.132
H -0.2553 -0.3770 -3.7856  0.162

Atoms 1-3, force components in eV/Å:
0.5 0.0 -0.4
-0.2 -0.1 0.3
0.0 0.0 -0.1

## Properties
Kohn-Sham gap: 7.7 eV
DFT total energy: -65652.0709 eV
E_LUMO: -13.21 eV
Net charge: +3

C15H35ClN5O5 | the ωB97M-V functional and the def2-TZVPD basis

Each line ends with the Löwdin charge.
Atoms and positions in Å:
Cl -0.2225 0.5962 -0.2291  -0.427
O -3.4013 2.2120 3.2453  0.057
O -0.2936 -0.0718 3.6865  0.035
O 3.7864 5.2611 -2.6979  0.015
O 0.5092 -3.0243 -4.9044  0.013
O 0.6151 -4.9663 -0.2598  -0.005
N 0.1933 -2.7758 -0.7511  0.011
N 0.2065 -2.2679 3.6215  -0.011
N 1.9669 -1.7170 -3.7856  0.021
N -5.4913 2.5219 2.4594  -0.010
N 2.4021 4.4543 -1.0958  0.011
C 2.2241 3.1067 -1.5837  -0.094
C 3.1468 5.4241 -1.6657  -0.571
C -4.2220 2.0564 2.3617  -0.559
C 1.5943 -2.8667 -4.3632  -0.577
C 0.8744 -3.7666 -0.1492  -0.565
C -1.8410 -1.4231 2.4958  -0.010
C 3.2406 6.7525 -0.9731  -0.015
C -5.9292 3.3089 3.5771  -0.101
C 2.6278 -3.9960 -4.3778  0.003
C -0.7609 -3.0372 -1.8051  -0.077
C -0.5981 -1.2026 3.3452  -0.545
C 2.0424 -3.2874 0.7243  0.002
C 1.1340 -0.5265 -3.7699  -0.079
C 1.3574 -2.1695 4.5133  -0.078
C -3.9484 1.2340 1.1172  -0.008
H -0.4981 -3.8572 -2.4687  0.075
H 3.5967 -3.6621 -4.0080  0.066
H 2.5808 -2.4913 0.2128  0.075
H -1.7008 -3.3334 -1.3287  0.080
H 2.8282 -1.5974 -3.2845  0.130
H 2.6939 -4.4872 -5.3395  0.075
H 2.6193 6.7687 -0.0683  0.070
H -4.3351 0.2389 1.3338  0.084
H -6.0807 2.4932 1.6502  0.122
H -5.1304 3.8160 4.1087  0.080
H 2.2782 -2.4358 3.9970  0.068
H 1.4659 -1.2310 5.0425  0.077
H 1.7907 -3.0106 1.7425  0.042
H 2.7826 7.5064 -1.6115  0.081
H -0.9644 -2.1486 -2.3939  0.071
H -4.3740 1.7223 0.2442  0.077
H 1.1791 2.8163 -1.5160  0.030
H 1.7787 4.7020 -0.3470  0.131
H 2.5026 3.0165 -2.6389  0.075
H 1.6399 0.3704 -4.1358  0.075
H -6.7507 3.9853 3.3256  0.074
H 2.6622 -4.1864 0.7691  0.075
H -1.7864 -2.3473 1.9117  0.069
H 0.8102 -0.1720 -2.7845  0.017
H 4.2623 6.9654 -0.6813  0.080
H 0.2248 -0.7250 -4.3274  0.080
H 2.2059 -4.6683 -3.6240  0.083
H 1.1320 -2.8952 5.3055  0.076
H -2.6630 -1.6385 3.1891  0.082
H -6.4372 2.6949 4.3388  0.078
H -0.0212 -3.1892 3.2951  0.122
H -2.8568 1.1887 1.0838  0.031
H -2.0309 -0.5530 1.8894  0.016
H 0.4951 -1.8465 -0.4749  0.016
H 2.8878 2.3616 -1.1430  0.081

Atoms 1-3, force components in eV/Å:
0.1 -0.2 -0.2
-0.2 0.1 0.0
-0.1 -0.5 0.5

## Properties
Relative energy (zero: lowest compared OMol25 entry of this formula, charge and spin): 2.6942 eV
Kohn-Sham gap: 7.7 eV
DFT total energy: -46337.6602 eV
E_LUMO: 2.71 eV
Net charge: -1

C22H11Br2F5N5NaO2S | the ωB97M-V functional and the def2-TZVPD basis

Each line ends with the Löwdin charge.
Atoms and positions in Å:
Br 0.3857 5.4069 0.1111  0.691
Br -5.1239 4.3004 0.6228  0.649
S 2.2938 1.1685 3.0705  0.506
Na 0.9111 0.3120 0.4288  0.173
F -3.1309 -5.4558 2.4992  0.049
F -1.3836 -1.0654 2.5335  0.080
F 0.7880 -4.4924 0.0467  0.065
F -3.2485 -2.8438 3.3067  0.078
F -1.0831 -6.2331 0.8640  0.070
O 0.6745 -1.8279 0.8553  -0.047
O 0.5390 2.3867 -0.2909  -0.080
N -1.4840 0.5517 -0.4024  0.131
N 3.1995 0.2083 0.2878  -0.015
N 1.4751 0.0575 -1.9399  0.129
N 4.6689 0.0936 3.4290  0.006
N 4.1113 0.2084 1.2536  -0.053
C 3.7103 0.4521 2.4937  -0.966
C -3.3448 3.6431 0.3157  -0.645
C 0.7097 0.0877 -3.0160  -0.127
C -1.0146 4.1197 0.1133  -0.610
C -2.1901 -4.5626 2.0968  -0.180
C -3.7941 -0.0124 -0.2625  -0.060
C -1.7789 1.8392 -0.1473  -0.122
C 2.5688 0.3337 -4.4736  -0.105
C -0.6361 2.7650 -0.1160  -0.438
C -4.1284 1.2901 -0.0060  -0.055
C -1.1471 -4.9469 1.2709  -0.177
C 3.3789 0.3142 -3.3578  -0.046
C 1.1922 0.2313 -4.3104  -0.087
C -0.1814 -2.6596 1.2389  -0.344
C -1.2825 -2.3372 2.1012  -0.157
C -2.4435 -0.3400 -0.4547  -0.139
C -2.3109 4.5510 0.3349  -0.214
C -0.1903 -4.0443 0.8661  -0.145
C -2.2402 -3.2381 2.5033  -0.173
C 2.8012 0.1986 -2.0804  -0.247
C -3.1208 2.2767 0.0655  -0.205
C 3.6551 0.2504 -0.9124  -0.115
H -5.1597 1.5784 0.1486  0.063
H -2.1394 -1.3663 -0.6413  0.112
H -2.5061 5.5976 0.5217  0.081
H -4.5537 -0.7823 -0.3076  0.096
H 5.5910 -0.0508 3.0448  0.061
H 4.7302 0.3446 -1.0879  0.101
H 2.9998 0.4323 -5.4638  0.091
H 4.4547 0.3966 -3.4553  0.096
H -0.3566 -0.0073 -2.8303  0.100
H 0.5205 0.2645 -5.1579  0.086
H 4.6140 0.6055 4.2900  0.039

Atoms 1-3, force components in eV/Å:
0.0 0.0 0.0
0.1 0.0 0.0
-0.3 0.0 -0.1

## Properties
Kohn-Sham gap: 5.8 eV
DFT total energy: -203464.9192 eV
E_LUMO: 3.93 eV
Net charge: -2

- Which of these has the highest Kohn-Sham gap?
  C3H18O6